Entry 1:
{"formula": "C18H18N2O3S", "method": "ωB97M-V/def2-TZVPD", "smiles": "Cc1ccc(SCCNC(=O)/C=C/c2ccc([N+](=O)[O-])cc2)cc1", "elements": ["H", "C", "H", "C", "O", "C", "C", "H", "C", "O", "H", "H", "H", "H", "C", "C", "H", "H", "O", "H", "C", "N", "C", "C", "C", "C", "H", "C", "H", "N", "H", "H", "H", "C", "C", "S", "H", "C", "H", "C", "C", "H"], "positions_angstrom": [[4.72, 2.35, 0.94], [6.05, 0.75, 0.47], [-8.51, -0.79, 2.27], [-5.79, -2.02, 0.79], [0.00, 2.76, 0.80], [-3.09, 1.68, -1.16], [-6.93, -1.23, 0.89], [-7.88, 0.56, 0.20], [-0.06, 1.59, 0.47], [7.48, -2.33, -0.48], [0.98, -0.29, 0.00], [6.95, 1.29, 0.71], [-2.30, 2.65, 0.60], [-6.02, 1.23, -1.25], [-2.49, 1.64, 0.25], [2.36, 1.27, 0.44], [2.39, 2.31, 0.73], [-1.24, 0.01, -0.13], [8.41, -0.51, 0.17], [5.11, -2.32, -0.62], [1.14, 0.74, 0.28], [-1.23, 0.95, 0.26], [4.80, 1.32, 0.60], [-8.09, -1.65, 1.74], [-6.99, -0.06, 0.15], [6.15, -0.57, 0.03], [-7.79, -2.40, 2.46], [5.00, -1.30, -0.28], [-2.37, 2.11, -1.86], [7.44, -1.18, -0.10], [-8.88, -2.07, 1.12], [-3.19, 1.14, 0.93], [-3.85, -2.26, -0.07], [3.77, -0.72, -0.15], [-4.73, -1.64, -0.01], [-3.43, 0.00, -1.78], [-4.01, 2.26, -1.18], [-4.80, -0.46, -0.73], [-5.73, -2.94, 1.35], [-5.94, 0.33, -0.66], [3.64, 0.61, 0.29], [2.88, -1.29, -0.39]]}

Entry 2:
{"formula": "BeCl", "method": "ωB97M-V/def2-TZVPD", "charge": 2, "s2": 0.777, "multiplicity": 2, "elements": ["Cl", "Be"], "positions_angstrom": [[-13.60, 9.66, 9.09], [-14.65, 7.16, 7.91]]}

Entry 3:
{"formula": "C20H15NO3S", "method": "ωB97M-V/def2-TZVPD", "smiles": "O=C1c2ccccc2S(=O)(=O)N1C(c1ccccc1)c1ccccc1", "elements": ["C", "C", "C", "C", "N", "C", "C", "C", "C", "H", "H", "C", "H", "C", "H", "H", "C", "C", "H", "H", "C", "H", "C", "C", "C", "H", "H", "H", "O", "C", "C", "O", "H", "O", "H", "H", "C", "H", "S", "C"], "positions_angstrom": [[1.27, -2.48, -1.59], [3.59, -0.96, -1.21], [-0.15, -0.41, -0.94], [-1.62, -2.69, -0.81], [0.34, 0.64, 0.25], [0.75, 1.96, -0.04], [-2.58, -0.48, -1.05], [0.08, 3.94, 3.62], [-3.83, -1.00, -1.41], [1.59, 4.39, 0.58], [2.60, -4.12, -1.99], [0.54, 2.69, 1.23], [-0.96, -3.36, -0.24], [2.55, -3.05, -1.75], [-4.92, -2.82, -1.77], [0.42, -3.10, -1.84], [-1.43, -1.27, -0.89], [1.15, -1.14, -1.16], [-0.10, 4.47, 4.59], [2.32, 0.62, -0.65], [0.80, 4.61, 2.59], [-2.93, -4.28, -1.61], [-0.11, 1.96, 2.22], [3.71, -2.31, -1.57], [1.03, 3.97, 1.40], [-0.97, 2.12, 4.26], [-4.69, -0.32, -1.48], [-2.52, 0.61, -0.85], [0.11, -0.76, 2.27], [-0.40, 2.60, 3.44], [-2.82, -3.20, -1.41], [-1.93, 0.27, 1.31], [1.18, 5.61, 2.70], [1.23, 2.40, -1.08], [-0.33, 0.48, -1.49], [4.48, -0.34, -1.06], [-3.94, -2.39, -1.60], [4.68, -2.79, -1.62], [-0.53, 0.36, 1.63], [2.34, -0.43, -0.98]]}

Entry 4:
{"formula": "C25H49Cl12N4O5", "method": "ωB97M-V/def2-TZVPD", "charge": -1, "elements": ["C", "H", "C", "Cl", "H", "C", "H", "O", "C", "C", "H", "H", "H", "O", "C", "H", "H", "H", "H", "C", "H", "H", "C", "H", "H", "H", "H", "H", "Cl", "N", "Cl", "N", "H", "H", "Cl", "O", "H", "Cl", "C", "Cl", "H", "C", "C", "H", "C", "H", "N", "H", "H", "C", "H", "C", "H", "Cl", "C", "O", "H", "H", "H", "N", "H", "H", "C", "C", "H", "H", "H", "H", "H", "Cl", "Cl", "H", "Cl", "H", "H", "C", "C", "H", "H", "C", "C", "H", "C", "H", "H", "C", "H", "H", "C", "H", "O", "H", "Cl", "Cl", "C"], "positions_angstrom": [[20.21, 15.07, 4.18], [27.28, 15.96, 1.30], [18.44, 16.81, -1.91], [22.57, 19.37, 8.22], [21.66, 15.35, 7.15], [19.93, 13.61, 5.84], [19.61, 17.33, 6.40], [21.86, 17.96, 3.53], [20.09, 13.58, 2.20], [24.88, 16.79, -0.44], [27.48, 18.62, 0.35], [23.82, 20.33, 4.89], [20.47, 18.39, -2.51], [23.90, 18.21, 2.92], [23.18, 20.10, -0.37], [21.50, 17.96, -1.10], [25.82, 16.41, 4.30], [23.66, 19.13, -0.45], [20.72, 16.70, 0.76], [20.99, 15.84, 6.43], [20.21, 19.77, 1.48], [27.82, 15.71, -1.39], [26.75, 15.54, -1.52], [23.11, 13.79, 2.39], [21.67, 16.48, 5.86], [21.12, 16.90, -2.50], [27.91, 17.35, 5.13], [22.26, 20.05, 0.22], [27.12, 18.02, 7.36], [19.57, 17.05, -1.00], [29.42, 18.10, 1.54], [19.96, 13.89, 3.59], [26.70, 18.26, 2.78], [19.91, 13.30, 6.88], [24.61, 16.09, 6.37], [22.67, 16.53, 2.22], [24.33, 20.51, 1.53], [25.29, 12.72, 2.29], [24.13, 20.94, 0.55], [18.15, 20.91, 1.98], [24.69, 19.87, 6.20], [19.76, 12.97, 4.64], [27.17, 19.19, 2.47], [26.48, 16.12, -2.41], [20.47, 20.68, 3.46], [25.66, 15.62, 1.79], [25.97, 16.00, -0.32], [20.27, 17.25, 7.96], [26.58, 14.38, 0.84], [23.72, 13.38, 4.45], [24.61, 13.59, 5.04], [23.71, 20.29, 5.97], [26.40, 19.89, 2.16], [20.24, 22.31, 4.20], [22.80, 17.56, 2.89], [18.79, 16.02, 0.82], [26.71, 14.47, -1.69], [18.70, 15.96, -2.53], [28.47, 19.95, 0.88], [20.37, 14.85, 5.50], [21.52, 20.38, 3.49], [20.60, 15.94, 3.66], [26.38, 15.44, 0.98], [25.78, 16.90, 5.28], [19.04, 13.56, 1.92], [18.32, 17.73, -2.49], [20.26, 21.60, 1.46], [20.59, 12.62, 2.08], [19.01, 16.07, 7.55], [25.77, 20.94, -0.21], [22.78, 20.93, -1.96], [25.48, 17.93, 5.10], [23.25, 11.69, 4.58], [24.42, 14.74, 3.03], [19.52, 11.94, 4.45], [28.02, 19.01, 1.22], [20.72, 17.62, -1.78], [20.59, 14.45, 1.76], [23.79, 21.97, 0.53], [19.93, 20.70, 1.98], [19.73, 16.61, 0.28], [19.99, 19.95, 4.11], [24.02, 13.72, 2.99], [22.87, 13.96, 4.80], [21.53, 19.96, 6.16], [22.47, 19.48, 6.45], [27.51, 16.03, 6.22], [17.58, 16.53, -1.30], [19.88, 16.60, 7.17], [22.49, 18.47, 6.03], [24.43, 17.17, -1.53], [24.43, 17.04, 0.54], [28.09, 19.85, 3.83], [23.71, 21.98, 6.52], [27.17, 17.00, 5.85]]}

Entry 5:
{"formula": "C18H24AlBr45Cl", "method": "ωB97M-V/def2-TZVPD", "charge": -1, "elements": ["H", "H", "H", "Br", "Br", "Br", "H", "Br", "C", "Br", "Br", "Br", "Br", "Br", "H", "H", "Br", "Br", "Al", "C", "C", "Br", "Br", "H", "Br", "Br", "H", "C", "Br", "C", "Br", "Br", "H", "Br", "H", "C", "C", "H", "Br", "Br", "Cl", "Br", "C", "Br", "C", "Br", "Br", "Br", "H", "Br", "C", "C", "Br", "H", "Br", "H", "Br", "H", "Br", "C", "Br", "H", "H", "C", "Br", "H", "Br", "Br", "Br", "Br", "Br", "H", "C", "Br", "Br", "H", "Br", "C", "C", "Br", "H", "C", "Br", "H", "H", "Br", "C", "H", "Br"], "positions_angstrom": [[0.49, 0.69, -10.57], [-5.43, -1.55, 0.91], [-2.86, -0.79, 1.21], [8.43, 0.89, -3.99], [-0.64, -0.92, 3.24], [3.81, 1.07, -0.71], [-5.45, -2.63, 4.81], [1.55, 2.34, -9.06], [-5.48, -0.70, 3.88], [4.36, -3.16, -2.79], [1.42, 1.09, 4.61], [7.61, -0.37, -7.97], [-2.75, 2.96, 4.01], [3.92, -0.31, -4.08], [4.39, 1.91, 7.26], [8.86, 1.18, 1.30], [-4.60, 5.32, 5.08], [0.87, 0.56, -4.85], [-3.95, -1.96, 1.39], [-0.22, -3.13, -1.62], [6.08, -0.69, -9.10], [-0.28, -0.91, 6.41], [-2.26, 0.14, -5.08], [-5.17, 3.30, 3.78], [-5.09, 2.34, 6.05], [5.66, -2.56, -9.17], [-0.83, 1.96, -5.93], [-0.25, 0.13, 4.79], [5.75, -0.83, 0.95], [9.50, 1.19, 2.17], [-6.21, -8.73, 1.91], [-5.93, 5.80, 8.56], [-7.09, 7.94, 8.18], [0.75, -4.74, -1.17], [-4.80, 0.13, 3.63], [-6.01, -6.96, 1.18], [-3.89, -2.67, 3.32], [-6.14, -0.94, 3.04], [8.41, 1.66, 3.68], [2.93, 3.89, 7.03], [-4.46, -4.40, 3.22], [-4.81, 8.55, 7.46], [-4.73, -1.91, 4.39], [-9.51, 1.95, 6.60], [-9.60, 3.02, 5.01], [-4.91, -6.96, -0.38], [10.87, 2.51, 1.85], [4.62, 2.32, 4.84], [-3.47, -3.25, 0.46], [4.57, 0.33, -8.52], [-6.11, 7.71, 8.59], [3.68, -2.20, -4.30], [6.09, 3.70, 7.29], [-2.86, -2.73, 3.68], [-1.79, -2.84, -0.35], [6.35, -0.37, -10.10], [1.29, -4.27, -9.88], [-4.04, -1.60, 5.18], [-6.06, 8.40, 10.38], [4.49, 2.82, 6.69], [-9.97, 1.96, 3.46], [-1.03, 0.87, 4.88], [-0.64, -3.29, -2.60], [-4.50, 3.46, 4.61], [-1.52, 1.70, -9.54], [-6.13, -0.31, 4.68], [6.92, 1.71, -0.57], [9.52, 3.60, -2.74], [-1.19, -6.08, -9.04], [-0.07, -3.89, -7.03], [-1.10, 2.71, -3.60], [-5.52, -6.35, 1.93], [-0.83, 1.42, -5.00], [10.76, 2.49, -5.44], [-8.00, 4.06, 4.78], [1.04, -5.86, -8.01], [1.03, -1.61, -1.81], [0.37, -5.13, -8.43], [9.96, 2.03, -3.76], [10.25, -0.57, 2.35], [-10.42, 3.72, 5.13], [5.57, 0.34, -0.56], [0.40, -0.59, -8.47], [10.69, 1.48, -3.19], [2.62, -2.38, -4.33], [-7.72, -6.15, 0.85], [0.27, 0.98, -9.55], [5.74, -0.25, -1.45], [4.42, -2.81, -5.96]]}

Entry 6:
{"formula": "C2H8O", "method": "ωB97M-V/def2-TZVPD", "smiles": "CO.C", "elements": ["H", "H", "H", "H", "C", "H", "H", "H", "C", "O", "H"], "positions_angstrom": [[1.42, -4.24, 1.74], [-1.13, 5.04, -0.94], [1.59, -3.93, -0.04], [0.03, -4.02, 0.66], [1.04, -3.70, 0.87], [-1.40, 3.58, -0.18], [-2.26, 4.08, -1.85], [1.84, -2.04, 1.61], [-1.42, 4.01, -1.17], [1.03, -2.31, 1.18], [-0.74, 3.53, -1.88]]}

Entry 7:
{"formula": "C26H25GeO3PS5TcTe", "method": "ωB97M-V/def2-TZVPD", "charge": 1, "elements": ["C", "Tc", "C", "H", "H", "P", "C", "C", "H", "C", "C", "C", "C", "H", "O", "H", "H", "H", "C", "C", "S", "H", "C", "Ge", "C", "H", "C", "H", "H", "S", "C", "H", "S", "C", "H", "C", "H", "C", "H", "C", "O", "C", "H", "C", "H", "H", "H", "Te", "C", "H", "C", "C", "C", "S", "H", "O", "C", "H", "C", "H", "H", "H", "S"], "positions_angstrom": [[-0.27, 5.74, -0.79], [-0.16, 0.62, 0.69], [-4.90, -0.40, 0.10], [3.50, 0.71, -1.06], [-2.51, -3.72, -4.03], [1.32, 2.97, 0.44], [4.07, -0.49, 3.86], [0.94, 5.59, 0.09], [3.92, 2.09, -0.04], [1.80, 0.57, 2.90], [2.36, -0.37, 1.88], [-2.74, -1.50, 3.44], [-0.89, -5.29, -1.50], [-5.04, -3.63, 1.16], [-0.18, 2.66, 0.49], [4.70, 2.55, -2.31], [-8.24, -0.93, 0.28], [3.34, 3.63, -1.98], [-1.26, -3.35, 3.03], [-1.43, -0.49, 0.48], [4.00, -0.84, 2.13], [0.02, 5.79, -1.84], [-4.45, -1.66, 0.52], [-2.60, -2.10, 0.68], [3.33, 1.77, -0.89], [-0.95, 4.90, -0.66], [-1.35, -5.03, -2.78], [-1.10, -5.70, -3.59], [-7.45, -3.16, 1.01], [5.33, -0.89, 4.76], [-2.14, -2.39, 2.54], [-0.77, -4.04, 2.36], [2.62, 0.26, 4.48], [-1.00, -3.44, 4.39], [-0.86, -4.64, 0.54], [-1.61, -2.57, 5.28], [-1.42, -2.64, 6.34], [-5.38, -2.65, 0.84], [-0.29, -6.16, -1.30], [-1.22, -4.43, -0.46], [1.66, 4.33, -0.22], [-2.48, -1.59, 4.80], [0.68, 5.60, 1.15], [-7.18, -1.14, 0.34], [-2.96, -0.91, 5.49], [-0.32, -4.20, 4.76], [-3.43, -0.74, 3.08], [2.51, 2.76, 2.53], [-2.15, -3.92, -3.03], [3.11, 2.19, -2.99], [-6.27, -0.14, 0.02], [-2.02, -3.31, -0.70], [-6.74, -2.39, 0.75], [0.02, 0.46, 3.01], [-0.79, 6.65, -0.52], [1.90, 1.87, -0.54], [3.63, 2.59, -2.12], [-4.19, 0.38, -0.15], [-2.49, -3.06, -1.99], [-3.12, -2.20, -2.19], [-6.61, 0.83, -0.30], [1.67, 6.37, -0.09], [1.46, -1.01, 0.67]]}

Entry 8:
{"formula": "C35H40Cl10N6", "method": "ωB97M-V/def2-TZVPD", "elements": ["N", "H", "H", "Cl", "C", "H", "C", "C", "Cl", "C", "H", "H", "H", "H", "C", "C", "H", "Cl", "C", "H", "C", "Cl", "H", "H", "C", "H", "C", "H", "H", "N", "N", "C", "H", "H", "H", "C", "H", "C", "H", "Cl", "C", "C", "H", "C", "N", "C", "C", "H", "H", "Cl", "C", "C", "C", "H", "H", "Cl", "C", "C", "H", "H", "H", "C", "C", "H", "Cl", "C", "Cl", "Cl", "H", "H", "H", "N", "H", "H", "C", "H", "C", "H", "C", "C", "C", "H", "C", "H", "H", "N", "C", "H", "H", "C", "C"], "positions_angstrom": [[3.46, 0.80, 1.29], [-1.06, -0.15, 3.12], [2.96, 2.56, 2.46], [0.93, -1.38, 3.76], [0.20, -1.42, 0.15], [-2.71, 0.43, -1.40], [-0.33, -4.44, 0.64], [1.46, -4.14, -3.67], [0.84, 1.31, 2.65], [1.36, -0.73, 0.42], [0.89, -4.75, 2.37], [4.71, -0.18, -0.07], [-2.05, 4.41, -0.66], [2.98, 2.09, 0.70], [4.53, 2.09, -1.35], [0.25, 1.32, -0.15], [-4.31, 1.45, 0.13], [-0.13, 5.00, 0.58], [-0.01, -0.23, 2.82], [-2.40, 4.51, 1.16], [2.84, 2.89, 1.43], [0.28, 2.19, -1.70], [-2.40, -1.75, 0.37], [-2.23, 1.45, -3.63], [0.12, -4.14, 1.92], [-1.80, 1.16, -0.59], [-4.39, -0.62, 0.01], [4.02, -2.18, 3.70], [0.16, -3.51, -0.58], [-0.94, -0.76, -0.19], [-3.63, 3.06, -3.38], [-2.44, -0.33, 1.29], [4.62, 3.08, -0.90], [5.30, 1.39, -1.01], [-2.83, 0.69, 3.22], [0.57, -3.41, -1.57], [-1.38, -0.41, 1.50], [-1.72, 4.24, 0.36], [0.04, -5.35, 0.20], [0.85, 0.37, -3.86], [-4.06, 1.90, -0.82], [2.79, 0.72, 2.50], [-0.06, -0.60, 1.80], [-0.42, -3.04, 2.56], [-1.31, -2.16, 2.05], [-4.79, 3.04, -1.24], [1.38, -1.89, -3.30], [1.73, -4.90, -4.39], [-5.52, 3.65, -0.72], [1.22, 3.46, 1.30], [0.84, -4.47, -2.47], [4.28, -0.24, 0.92], [0.83, -2.09, -2.01], [1.30, 2.67, -3.87], [5.15, -2.08, 1.38], [4.63, 2.27, -3.15], [-1.72, -2.47, 0.80], [-0.92, 0.58, -0.37], [2.25, 1.58, 2.86], [-1.75, -3.76, -0.91], [-0.04, -2.72, 3.52], [-2.93, 1.94, -2.97], [2.91, -0.37, 3.35], [2.35, 1.08, 0.49], [4.03, 4.16, 1.16], [-5.15, 0.01, 1.03], [2.88, 1.53, -0.83], [-1.52, 2.47, 0.39], [-4.85, -0.96, -0.90], [0.17, -2.50, 0.21], [-4.97, 4.49, -2.83], [1.72, -2.88, -4.15], [0.71, -5.52, -2.26], [0.66, -1.18, -1.44], [4.47, -1.33, 1.75], [-2.48, -1.21, -0.69], [-1.32, -3.59, 0.06], [0.28, 2.37, -0.39], [1.40, 0.63, 0.25], [-3.03, -0.74, 0.11], [-3.19, 0.30, 2.28], [2.31, -1.17, 0.68], [3.82, -1.40, 2.98], [1.44, -0.89, -3.70], [2.54, -0.46, 4.36], [-4.50, 0.51, 2.13], [1.42, 1.90, -3.11], [-6.23, 0.13, 0.98], [2.41, 1.73, -2.69], [-3.20, 1.34, -1.72], [-4.54, 3.55, -2.50]]}

Entry 9:
{"formula": "C3H7I2NS", "method": "ωB97M-V/def2-TZVPD", "smiles": "C/N=C(\\C)I.SI", "elements": ["I", "H", "I", "H", "H", "H", "H", "H", "H", "C", "C", "S", "C", "N"], "positions_angstrom": [[1.15, -4.41, -1.04], [-1.21, 1.37, 2.18], [-2.62, -0.73, 0.75], [-0.86, -1.97, -1.05], [1.38, 0.20, -1.77], [-0.01, 0.11, 2.36], [0.44, 1.69, 1.53], [0.39, 1.80, -1.90], [1.38, 1.54, -0.33], [0.89, 1.05, -1.22], [-0.79, 0.18, 0.51], [0.55, -2.08, -1.13], [-0.31, 0.95, 1.76], [-0.38, 0.29, -0.67]]}

Entry 10:
{"formula": "C4H12NO", "method": "ωB97M-V/def2-TZVPD", "charge": 1, "elements": ["N", "H", "H", "H", "O", "H", "C", "H", "C", "H", "H", "C", "H", "H", "H", "H", "H", "C"], "positions_angstrom": [[0.69, 2.43, 1.23], [-1.89, -2.28, 0.82], [-3.08, -2.44, -1.32], [-2.39, -0.74, -0.92], [0.31, 0.34, -0.24], [-0.99, -3.28, -0.23], [-2.17, -1.91, -1.19], [2.70, 2.50, 0.70], [1.78, 2.14, 0.32], [0.92, 3.14, 1.94], [2.25, 0.45, -0.92], [1.58, 0.61, 0.00], [1.53, 2.77, -0.61], [-1.62, -1.75, -2.03], [0.01, 1.76, 1.45], [-0.38, -1.48, 0.17], [1.95, -0.05, 0.83], [-1.19, -2.21, -0.01]]}

Entry 11:
{"formula": "C5H7NO", "method": "ωB97M-V/def2-TZVPD", "smiles": "C#CCCNC=O", "elements": ["C", "H", "C", "H", "H", "C", "O", "H", "H", "C", "H", "H", "C", "N"], "positions_angstrom": [[0.96, -0.91, -0.49], [3.28, 2.02, -0.22], [-2.34, 0.56, 0.24], [0.69, -1.02, -1.54], [1.49, -1.82, -0.19], [1.87, 0.24, -0.36], [-3.09, -0.39, 0.31], [-1.00, -1.58, 0.11], [-2.70, 1.60, 0.23], [-0.30, -0.78, 0.37], [-0.04, -0.90, 1.43], [-0.44, 1.32, 0.21], [2.61, 1.19, -0.28], [-0.99, 0.47, 0.16]]}

Entry 12:
{"formula": "C4H9NO2", "method": "ωB97M-V/def2-TZVPD", "smiles": "CCCOC(N)=O", "elements": ["H", "H", "C", "H", "O", "H", "C", "C", "H", "C", "H", "O", "H", "H", "N", "H"], "positions_angstrom": [[1.82, -1.49, 1.76], [1.78, -1.67, 0.00], [1.23, -1.89, 0.92], [-0.51, 0.75, 1.67], [0.64, 2.32, -0.83], [0.92, 0.63, 0.63], [-0.10, 0.27, 0.78], [-0.39, 1.73, -1.06], [-1.97, 1.38, -2.33], [-0.16, -1.26, 0.88], [-0.71, -1.63, 0.01], [-0.88, 0.70, -0.35], [1.18, -2.97, 1.03], [-0.89, 2.65, -2.80], [-1.24, 2.03, -2.08], [-0.74, -1.55, 1.76]]}

no.,E_tot (eV)
1,-38913.8322
2,-12894.7605
3,-39448.3327
4,-193188.7387
5,-3190082.5466
6,-4250.2677
7,-162976.8473
8,-171055.5978
9,-31749.4607
10,-7865.9051
11,-8834.4844
12,-9879.7508